Record 1
Density functional theory data (ωB97M-V with the def2-TZVPD basis set) for C24H20B2F8MnN4O8 as an isolated structure in a non-equilibrium geometry.

Each line ends with the natural charge from an NBO analysis.
Atoms and positions in Å:
Mn 1.03863 1.77777 1.84056  1.6911
B 0.51783 3.98829 2.48072  1.2921
F 0.70014 3.09584 3.55392  -0.5474
F -0.57475 3.45488 1.74557  -0.5470
F 0.38225 5.28028 2.86263  -0.5065
F 1.67330 3.79176 1.65144  -0.5544
B 0.51539 0.58980 -0.19001  1.3032
F 1.22948 -0.17510 0.78694  -0.5640
F -0.60388 0.99322 0.58598  -0.5548
F 1.32875 1.74658 -0.34278  -0.5489
F 0.20338 -0.03539 -1.34663  -0.5098
C 1.02634 -5.43829 -1.04067  -0.1756
C 0.74870 -4.10521 -0.75348  -0.1962
C 1.42971 -3.44344 0.25524  -0.2161
C 2.40086 -4.09631 0.98459  0.0751
C 2.71105 -5.41615 0.68040  -0.2051
C 2.03220 -6.07843 -0.32440  -0.2129
N 3.12460 -3.40563 2.04992  0.5219
O 4.07895 -3.98003 2.53169  -0.3673
O 2.72711 -2.31236 2.41701  -0.4013
H 0.52526 -5.89810 -1.88147  0.2243
H -0.00509 -3.56913 -1.31395  0.2256
H 1.16382 -2.42025 0.46355  0.2581
H 3.50784 -5.91905 1.21116  0.2456
H 2.31632 -7.10715 -0.50152  0.2248
C -0.55389 -3.90589 5.27044  -0.1557
C 0.57952 -3.14097 5.03115  -0.2112
C 0.45750 -1.90553 4.40802  -0.1811
C -0.81677 -1.41068 4.19506  0.0648
C -1.96036 -2.14080 4.51891  -0.1921
C -1.83319 -3.41888 5.01751  -0.2132
N -0.99736 -0.13771 3.51930  0.5514
O -2.10131 0.29030 3.32404  -0.2924
O 0.02375 0.46562 3.16784  -0.5221
H -0.38114 -4.87657 5.71943  0.2246
H 1.54975 -3.55629 5.26369  0.2340
H 1.31217 -1.35306 4.05411  0.2607
H -2.91300 -1.68182 4.29145  0.2502
H -2.70727 -4.03311 5.17583  0.2321
C 1.15563 3.53644 -3.30135  -0.1761
C 2.01501 4.24808 -4.12839  -0.2146
C 2.45535 3.65790 -5.30225  -0.2071
C 2.07518 2.35480 -5.60367  0.0768
C 1.19369 1.66157 -4.79750  -0.2132
C 0.73604 2.25159 -3.63078  -0.1995
N 2.54001 1.75658 -6.84768  0.5158
O 3.08045 2.47690 -7.66615  -0.3787
O 2.35826 0.56316 -7.00350  -0.3797
H 0.77711 3.94244 -2.37035  0.2260
H 2.36279 5.23294 -3.85276  0.2253
H 3.07201 4.18374 -6.01717  0.2465
H 0.91408 0.63694 -5.00132  0.2442
H 0.01997 1.74551 -3.00118  0.2313
C -3.40651 0.97056 -2.35131  -0.1938
C -3.39927 0.53220 -1.03477  -0.1991
C -3.40573 1.43734 0.01181  -0.2100
C -3.51689 2.79158 -0.27289  0.1048
C -3.59487 3.25100 -1.57322  -0.2191
C -3.48045 2.33875 -2.60450  -0.2110
N -3.49370 3.75954 0.83179  0.5166
O -3.96430 3.42535 1.89923  -0.3724
O -2.97481 4.83319 0.59285  -0.3656
H -3.44471 0.29948 -3.19785  0.2203
H -3.35388 -0.52254 -0.79226  0.2160
H -3.33573 1.15618 1.05367  0.2475
H -3.69043 4.31113 -1.76353  0.2434
H -3.55093 2.65465 -3.63814  0.2208

Summary:
total charge = 0
LUMO level (alpha / beta) = -1.76 / -1.81 eV
spin multiplicity = 6
gap between HOMO and LUMO (alpha / beta) = 8.08 / 8.03 eV

Record 2
Density functional theory data (ωB97M-V with the def2-TZVPD basis set) for a 2-piece molecular cluster, C5H10O3 overall in a non-equilibrium geometry.

Each line ends with the natural charge from an NBO analysis.
Atoms and positions in Å:
C 0.12784 -1.04939 -0.03803  0.0331
C -1.08578 -0.32487 0.11270  0.1661
C -2.25564 -0.64136 -0.71077  -0.6367
C -0.94029 1.10214 0.59790  -0.6118
C 2.18614 -0.06797 0.44221  0.3837
O -0.67281 -1.23052 1.13196  -0.4944
O 2.12693 1.33939 0.36671  -0.7024
O 3.13693 -0.62552 -0.45436  -0.7001
H 0.42249 -1.91333 -0.56879  0.1846
H -2.40276 0.02747 -1.64065  0.2247
H -3.15574 -0.39897 -0.14444  0.2149
H -2.39689 -1.66893 -0.88399  0.2268
H -0.49002 1.82116 -0.08986  0.2149
H -0.44678 1.21836 1.45549  0.2246
H -1.92447 1.39333 0.82503  0.1988
H 2.39866 -0.35421 1.42443  0.1567
H 2.44132 1.54178 -0.54001  0.4603
H 2.93089 -0.16858 -1.28553  0.4561

Summary:
total charge = 0
LUMO level = 0.47 eV
gap between HOMO and LUMO = 8.45 eV

Record 3
Density functional theory data (ωB97M-V with the def2-TZVPD basis set) for a 4-piece molecular cluster, C3H14O4 overall in a non-equilibrium geometry.

Each line ends with the natural charge from an NBO analysis.
Atoms and positions in Å:
C -2.29382 0.32622 2.62528  -0.6147
C -1.11879 0.54302 1.61752  -0.4229
C -0.55305 -0.76119 0.99763  -0.0777
O -0.38759 -0.50030 -0.42000  -0.7226
H -2.06462 -0.37021 3.42458  0.2057
H -2.26790 1.24548 3.24620  0.2072
H -3.24056 0.14817 2.12457  0.2070
H -0.35869 0.95388 2.28270  0.1908
H -1.38878 1.28257 0.86720  0.2146
H -1.42311 -1.41377 1.00436  0.1657
H 0.24287 -1.28779 1.51130  0.1832
H 0.30233 0.15630 -0.44693  0.4634
O 0.93031 -3.21694 -2.81147  -0.9508
H 0.69144 -4.16185 -2.82156  0.4809
H 1.82233 -3.09405 -3.14431  0.4711
O 1.42858 4.36044 -2.18466  -0.9270
H 1.88174 5.04325 -2.66409  0.4626
H 0.51162 4.58315 -2.40668  0.4646
O 2.42891 -1.23816 -0.52001  -0.9482
H 1.71720 -1.49913 -1.12755  0.4884
H 3.13957 -1.09908 -1.15408  0.4587

Summary:
structure (SMILES) = CCCO.O.O.O
total charge = 0
LUMO level = 0.63 eV
gap between HOMO and LUMO = 10.48 eV

Record 4
Density functional theory data (ωB97M-V with the def2-TZVPD basis set) for C50H45AsF6MnN2O8PS2Si as an isolated structure.

Each line ends with the Mulliken charge.
Atoms and positions in Å:
Mn 0.80909 -0.05280 0.07149  1.3322
C -6.87806 0.67857 -2.95115  -0.5065
C -6.03247 1.73750 -3.24190  -0.7110
C -4.72231 1.74296 -2.77590  -0.1763
C -4.24055 0.69363 -1.99771  0.2081
C -5.09853 -0.37637 -1.73113  -0.1320
C -6.40191 -0.38614 -2.19584  -0.7353
P -2.52283 0.55831 -1.31635  0.3536
C -1.89874 2.21658 -1.79178  1.0014
C -1.36312 2.32924 -3.07348  -0.4412
C -0.90541 3.55106 -3.54381  -0.5913
C -0.97395 4.67447 -2.73113  -0.7324
C -1.50339 4.56886 -1.45352  -0.2169
C -1.96803 3.34687 -0.98573  -0.7157
C -2.91784 0.71870 0.46879  -0.0155
C -4.08123 1.35142 0.84034  0.1993
C -4.53570 1.36253 2.16554  -1.0903
C -3.83880 0.66959 3.10472  -0.9122
C -2.63827 0.00056 2.78119  1.7676
C -1.98077 -0.72905 3.80275  -0.9540
C -0.81708 -1.37053 3.54209  -1.4409
C -0.23168 -1.25088 2.26791  0.1029
C -0.80190 -0.54840 1.24044  1.1393
C -2.10087 0.05724 1.45302  -1.0765
H -7.90043 0.67954 -3.31030  0.3635
H -6.39364 2.57296 -3.83046  0.3961
H -4.07855 2.58098 -3.00956  0.3368
H -4.72975 -1.20196 -1.13298  0.3971
H -7.04784 -1.22811 -1.97563  0.3964
H -1.31421 1.45121 -3.70463  0.3102
H -0.48781 3.62109 -4.54112  0.4018
H -0.59259 5.62607 -3.08214  0.2993
H -1.53047 5.42879 -0.79673  0.2346
H -2.36072 3.28011 0.01947  0.4871
H -4.68140 1.84779 0.08841  0.5537
H -5.44245 1.89694 2.42238  0.4043
H -4.19235 0.61871 4.12894  0.3432
H -2.42683 -0.75872 4.79080  0.3166
H -0.30153 -1.94147 4.30375  0.4557
H 0.73281 -1.71580 2.14631  0.1931
O 1.13891 4.23749 0.18462  -0.7832
S 0.44972 3.37530 1.12697  1.8748
O -0.85684 3.84638 1.54375  -0.8041
O 0.39142 1.97187 0.68885  -0.3972
C 1.43039 3.48936 2.64353  -0.2747
C 1.18269 4.69216 3.30827  -1.2280
C 1.84883 5.01460 4.47489  -0.6500
C 2.77094 4.12440 5.00603  -0.5289
C 3.02976 2.93482 4.35200  -0.7358
C 2.37383 2.60292 3.16673  -0.1759
S 3.14288 1.24026 2.26204  1.4125
O 3.82594 1.95954 1.20249  -0.6859
O 4.01261 0.59075 3.21381  -0.8181
O 2.06945 0.33835 1.80748  -0.4655
H 0.44952 5.36000 2.87848  0.4741
H 1.64848 5.95797 4.96901  0.3581
H 3.30031 4.36805 5.91967  0.3660
H 3.76821 2.23761 4.72161  0.5641
C 2.75391 -3.09333 -2.82151  -1.6857
C 1.25596 -3.33253 -3.04668  2.5518
C 1.07670 -4.16147 -4.32763  -1.9428
C 0.69470 -4.14925 -1.87133  -1.7050
Si 0.36880 -1.63748 -3.10817  -3.8091
O 0.42352 -0.91328 -1.68236  2.5818
C -1.39306 -2.02310 -3.74388  1.2570
C -1.87648 -1.58657 -4.97765  -0.4097
C -3.11095 -2.00172 -5.46903  -0.7377
C -3.88652 -2.88663 -4.73936  -0.5788
C -3.44116 -3.31313 -3.49355  -0.8730
C -2.22348 -2.87280 -3.00156  -0.0609
C 1.17803 -0.64666 -4.52380  0.7774
C 1.29464 -1.12890 -5.83299  0.1087
C 1.94783 -0.40191 -6.81832  -1.1053
C 2.52124 0.82746 -6.51832  -0.7156
C 2.39978 1.33789 -5.23508  -0.7061
C 1.72216 0.61003 -4.26542  -0.0340
H 3.28798 -4.04824 -2.77302  0.6354
H 2.92158 -2.58139 -1.87460  0.0374
H 3.18798 -2.48962 -3.62482  0.2790
H 1.37502 -5.19932 -4.13854  0.5023
H 1.70407 -3.78201 -5.13694  0.3196
H 0.03763 -4.16592 -4.67056  0.2486
H 1.34736 -5.00016 -1.66017  0.5361
H -0.29842 -4.53703 -2.11012  0.3634
H 0.62433 -3.55324 -0.96257  0.0196
H -1.28033 -0.90557 -5.57467  0.3131
H -3.46543 -1.63594 -6.42629  0.3690
H -4.83634 -3.23358 -5.12897  0.3319
H -4.05357 -3.98583 -2.90341  0.3684
H -1.90662 -3.18162 -2.01265  0.4842
H 0.86459 -2.08834 -6.09282  0.5065
H 2.01209 -0.79443 -7.82713  0.3684
H 3.05856 1.38070 -7.27965  0.3701
H 2.83562 2.29769 -4.98220  0.4750
H 1.59889 1.02527 -3.27727  0.1383
N 6.27584 3.75476 -1.75764  -0.3449
C 6.12998 2.50878 -2.29703  -0.2245
O 6.97209 1.99506 -3.00722  -0.6611
C 4.83848 1.85307 -1.91481  1.2077
C 4.83251 0.52821 -1.51002  -1.7507
C 3.66362 -0.00146 -0.99902  0.0464
N 2.52614 0.69359 -0.94010  2.6821
C 2.51879 1.94912 -1.38547  -0.7859
C 3.65312 2.56965 -1.86690  -1.6384
H 7.18022 4.18844 -1.82251  0.2398
H 5.66299 4.03248 -1.00854  0.2151
H 5.73933 -0.05892 -1.53364  0.5575
H 3.64704 -1.00401 -0.59353  -0.2068
H 1.59350 2.50104 -1.30502  0.1265
H 3.59268 3.60271 -2.18210  0.7147
F 2.06206 -2.23846 0.48749  -0.6543
As 2.89558 -3.53022 1.38833  2.2863
F 1.36117 -4.32894 1.55058  -0.4849
F 2.62418 -2.70606 2.87586  -0.4688
F 3.69860 -4.82250 2.23863  -0.5298
F 4.38246 -2.68013 1.15156  -0.4893
F 3.17007 -4.36555 -0.11100  -0.4640

Summary:
total charge = -2
LUMO level (alpha / beta) = 3.44 / 3.97 eV
spin multiplicity = 5
gap between HOMO and LUMO (alpha / beta) = 7.16 / 7.73 eV

Energy relative to the best compared isomer or geometry (same formula, charge and spin)
In order: 11.58 121.93 35.46 19.23
Unit: kcal per mole